Entry 1:
ORCA calculation (ωB97M-V/def2-TZVPD) on C53H46Cl3IrN8OS3Si as an isolated structure in a non-equilibrium geometry.

Each line ends with the Löwdin charge.
Atoms and positions in Å:
Ir1 -1.103 -0.700 0.369  1.296
N1 0.737 -0.918 -0.421  -0.063
S1 3.961 -0.439 0.789  0.970
N2 1.347 -0.840 -1.304  0.187
S2 1.439 2.205 -1.805  1.069
N3 0.435 3.268 -1.156  -0.497
S3 -0.634 2.703 -0.106  0.691
N4 -1.129 1.328 -0.122  -0.437
C1 0.008 3.289 1.449  -0.287
C2 -0.651 2.891 2.607  -0.091
C3 -0.154 3.294 3.836  -0.058
C4 0.996 4.073 3.902  -0.068
C5 1.650 4.465 2.742  -0.072
C6 1.158 4.076 1.501  -0.060
C7 -1.973 3.832 -0.451  -0.297
C8 -2.045 4.577 -1.624  -0.065
C9 -3.186 5.331 -1.873  -0.070
C10 -4.233 5.336 -0.961  -0.072
C11 -4.146 4.590 0.209  -0.062
C12 -3.020 3.829 0.465  -0.066
C13 2.764 3.243 -2.337  -0.410
C14 4.034 2.681 -2.345  -0.084
C15 5.103 3.453 -2.782  -0.062
C16 4.887 4.763 -3.188  -0.064
C17 3.607 5.313 -3.154  -0.058
C18 2.531 4.554 -2.725  -0.059
C19 0.743 1.680 -3.385  -0.360
C20 -0.631 1.488 -3.463  -0.095
C21 -1.178 1.028 -4.655  -0.063
C22 -0.358 0.766 -5.746  -0.066
C23 1.017 0.946 -5.646  -0.066
C24 1.579 1.396 -4.461  -0.070
C25 4.201 -1.948 -0.116  -0.534
C26 3.298 -3.016 -0.153  -0.130
C27 3.578 -4.132 -0.934  -0.075
C28 4.729 -4.184 -1.710  -0.089
C29 5.608 -3.111 -1.705  -0.087
C30 5.355 -2.005 -0.901  -0.121
C31 3.333 -0.869 2.397  -0.515
C32 2.964 0.224 3.183  -0.135
C33 2.528 0.025 4.485  -0.093
C34 2.428 -1.262 5.003  -0.086
C35 2.796 -2.344 4.215  -0.071
C36 3.269 -2.154 2.922  -0.085
H1 -1.527 2.257 2.548  0.093
H2 -0.656 2.980 4.744  0.108
H3 1.386 4.372 4.868  0.109
H4 2.548 5.069 2.798  0.107
H5 1.657 4.367 0.587  0.095
H6 -1.222 4.566 -2.322  0.092
H7 -3.257 5.908 -2.789  0.107
H8 -5.122 5.922 -1.161  0.107
H9 -4.967 4.583 0.917  0.112
H10 -2.960 3.231 1.368  0.106
H11 4.182 1.657 -2.010  0.109
H12 6.102 3.032 -2.797  0.112
H13 5.720 5.362 -3.536  0.109
H14 3.449 6.338 -3.464  0.111
H15 1.529 4.964 -2.679  0.111
H16 -1.272 1.668 -2.602  0.039
H17 -2.249 0.867 -4.717  0.107
H18 -0.788 0.405 -6.673  0.109
H19 1.658 0.734 -6.494  0.110
H20 2.653 1.522 -4.385  0.107
H21 2.380 -2.988 0.423  0.086
H22 2.883 -4.965 -0.938  0.104
H23 4.937 -5.058 -2.317  0.103
H24 6.500 -3.134 -2.321  0.103
H25 6.056 -1.177 -0.869  0.095
H26 3.032 1.230 2.774  0.095
H27 2.256 0.876 5.100  0.103
H28 2.073 -1.413 6.014  0.101
H29 2.726 -3.349 4.608  0.104
H30 3.596 -3.009 2.346  0.098
Cl1 -8.601 -1.018 -0.773  0.648
C37 -6.924 -0.929 -0.287  -0.670
C38 -6.032 -0.187 -1.023  -0.139
C39 -4.704 -0.124 -0.624  -0.594
Cl2 -3.611 0.759 -1.643  0.767
C40 -4.202 -0.755 0.520  -0.470
O1 -2.968 -0.680 1.010  -0.305
C41 -5.159 -1.531 1.202  -0.581
Cl3 -4.651 -2.426 2.597  0.746
C42 -6.488 -1.616 0.825  -0.134
H31 -6.353 0.344 -1.910  0.105
H32 -7.170 -2.228 1.402  0.107
C43 -3.447 -3.040 -1.362  -0.156
Si1 -1.664 -3.502 -1.152  0.337
C44 -1.495 -5.349 -1.176  -0.175
C45 -0.785 -2.900 -2.689  -0.190
N5 -1.119 -2.752 0.320  -0.244
C46 -0.755 -3.437 1.535  -0.330
C47 -1.131 -2.986 2.804  -0.088
C48 -0.792 -3.684 3.959  -0.079
C49 -0.058 -4.864 3.896  -0.120
C50 0.354 -5.311 2.655  -0.099
C51 0.021 -4.605 1.499  -0.077
H33 -3.876 -3.436 -2.296  0.049
H34 -3.556 -1.945 -1.389  -0.010
H35 -4.042 -3.411 -0.521  0.046
H36 -2.136 -5.734 -1.980  0.040
H37 -1.799 -5.823 -0.237  0.040
H38 -0.465 -5.651 -1.396  0.028
H39 -1.181 -3.460 -3.546  0.039
H40 0.293 -3.083 -2.636  0.015
H41 -0.943 -1.829 -2.899  0.011
H42 -1.737 -2.096 2.874  0.044
H43 -1.119 -3.300 4.922  0.104
H44 0.187 -5.417 4.797  0.097
H45 0.950 -6.217 2.576  0.099
H46 0.389 -4.955 0.540  0.079
N6 -0.773 -0.129 6.683  0.113
C52 -0.974 -0.022 5.546  -0.362
N7 -1.288 0.162 4.270  0.140
C53 -0.774 -0.124 3.170  -0.342
N8 -0.362 -0.251 2.070  -0.011

Output
largest force on an atom: 3.0 eV/Å
E: -5529.3816 Ha
E_LUMO: -0.033 hartree
frontier orbital gap: 6.1 eV



Entry 2:
ORCA calculation (ωB97M-V/def2-TZVPD) on C33H47N8O4PS4Ta as an isolated structure.

Each line ends with the Löwdin charge.
Atoms and positions in Å:
Ta1 0.176 -0.507 0.363  1.664
C1 -1.882 2.058 1.004  -0.153
C2 -2.668 0.842 0.600  -0.147
N1 -1.955 -0.357 1.120  -0.199
C3 -2.157 -0.629 2.589  -0.213
C4 -1.290 0.171 3.552  -0.341
S1 0.425 0.319 2.951  0.965
C5 0.628 2.122 2.921  -0.371
C6 0.373 2.723 1.543  -0.256
N2 -0.448 1.829 0.690  -0.189
H1 -1.991 2.254 2.069  0.117
H2 -2.239 2.949 0.482  0.147
H3 -2.719 0.739 -0.487  0.123
H4 -3.688 0.867 0.985  0.148
H5 -2.434 -1.141 0.676  0.035
H6 -1.898 -1.672 2.727  0.053
H7 -3.216 -0.496 2.817  0.149
H8 -1.256 -0.364 4.500  0.108
H9 -1.666 1.169 3.757  0.081
H10 1.646 2.321 3.250  0.093
H11 -0.035 2.518 3.688  0.094
H12 1.315 2.907 1.038  0.077
H13 -0.129 3.689 1.639  0.141
H14 -0.291 2.244 -0.243  0.041
N3 3.619 -2.096 -6.803  0.177
C7 2.770 -1.841 -5.801  -0.274
C8 3.256 -1.581 -4.496  0.005
C9 2.392 -1.338 -3.466  -0.040
C10 1.008 -1.350 -3.714  -0.334
C11 0.502 -1.577 -5.010  -0.039
C12 1.372 -1.826 -6.032  0.008
S2 -0.106 -1.067 -2.476  0.733
O1 -1.448 -1.343 -2.868  -0.246
O2 0.352 -1.813 -1.222  -0.534
N4 0.023 0.383 -1.621  -0.208
C13 -0.247 1.502 -2.444  -0.446
N5 -0.595 1.230 -3.692  0.137
C14 -0.870 2.257 -4.485  -0.037
C15 -0.810 3.575 -4.039  0.004
C16 -0.423 3.757 -2.733  -0.063
N6 -0.120 2.721 -1.929  0.060
H15 4.612 -2.138 -6.651  0.126
H16 3.286 -2.310 -7.728  0.128
H17 4.322 -1.599 -4.314  0.126
H18 2.770 -1.183 -2.464  0.092
H19 -0.564 -1.564 -5.185  0.125
H20 0.996 -2.022 -7.028  0.129
H21 -1.148 2.017 -5.504  0.137
H22 -1.049 4.407 -4.683  0.126
H23 -0.331 4.744 -2.297  0.131
S3 2.537 0.547 0.637  0.759
C17 3.225 1.847 -0.231  -0.986
N7 2.761 2.557 -1.231  -0.009
C18 3.571 3.719 -1.628  -0.177
C19 4.992 3.386 -1.198  -0.365
S4 4.806 2.326 0.273  1.037
H24 1.803 2.453 -1.552  0.091
H25 3.193 4.606 -1.113  0.134
H26 3.500 3.871 -2.703  0.135
H27 5.561 4.273 -0.930  0.099
H28 5.533 2.824 -1.957  0.095
C20 -3.505 -2.592 -0.818  -0.122
C21 -2.278 -3.500 -0.822  -0.368
P1 -1.102 -3.249 0.566  1.012
C22 -2.078 -3.901 1.991  -0.369
C23 -2.659 -5.308 1.844  -0.102
C24 0.245 -4.466 0.264  -0.339
C25 -0.063 -5.706 -0.581  -0.098
H29 -4.234 -2.943 -1.548  0.100
H30 -3.260 -1.567 -1.122  0.049
H31 -4.012 -2.582 0.150  0.079
H32 -1.749 -3.414 -1.767  0.066
H33 -2.590 -4.543 -0.740  0.083
H34 -2.908 -3.213 2.177  0.071
H35 -1.425 -3.852 2.864  0.078
H36 -3.414 -5.364 1.061  0.078
H37 -3.140 -5.588 2.780  0.092
H38 -1.893 -6.052 1.642  0.066
H39 0.628 -4.750 1.248  0.096
H40 1.031 -3.916 -0.248  0.057
H41 -0.703 -6.427 -0.081  0.069
H42 0.878 -6.209 -0.803  0.090
H43 -0.519 -5.448 -1.535  0.074
O3 3.143 -2.152 -0.509  0.076
C26 2.764 -2.373 0.608  -0.470
N8 1.550 -1.835 1.176  -0.216
C27 1.382 -2.433 2.441  -0.489
O4 0.378 -2.286 3.112  -0.023
C28 2.557 -3.261 2.744  -0.103
C29 2.866 -3.994 3.873  0.036
C30 4.058 -4.714 3.846  -0.017
C31 4.889 -4.696 2.726  -0.015
C32 4.561 -3.956 1.591  0.036
C33 3.385 -3.239 1.632  -0.095
H44 2.215 -4.007 4.736  0.132
H45 4.349 -5.300 4.707  0.124
H46 5.806 -5.269 2.742  0.124
H47 5.202 -3.944 0.719  0.133

Output
largest force on an atom: 0.9 eV/Å
E: -4015.1219 Ha
E_LUMO: -0.327 hartree
net charge: +3
frontier orbital gap: 6.3 eV



Entry 3:
ORCA calculation (ωB97M-V/def2-TZVPD) on a 2-piece molecular cluster, C5H14N4O overall in a non-equilibrium geometry.

Each line ends with the Löwdin charge.
Atoms and positions in Å:
C1 -1.908 -1.914 -0.601  -0.028
N1 -1.010 -1.315 0.063  0.028
C2 0.459 -1.374 -0.044  -0.518
C3 1.054 -1.862 -1.354  -0.034
O1 1.007 -1.808 0.988  -0.011
H1 -2.949 -1.922 -0.255  0.074
H2 -1.493 -2.468 -1.465  0.065
H3 0.566 -2.779 -1.688  0.072
H4 2.114 -2.101 -1.255  0.084
H5 0.948 -1.107 -2.135  0.059
C4 -1.757 1.474 1.197  -0.180
N2 -0.842 1.709 0.110  -0.026
N3 0.642 0.839 0.183  -0.192
C5 1.473 1.166 1.344  -0.077
N4 1.242 1.399 -0.970  0.002
H6 -2.522 0.714 0.997  0.052
H7 -1.224 1.350 2.143  0.075
H8 -2.409 2.351 1.312  0.073
H9 -1.351 1.754 -0.770  0.085
H10 2.516 1.432 1.133  0.088
H11 1.565 0.307 2.014  0.072
H12 1.071 1.962 1.975  0.081
H13 2.161 0.995 -1.155  0.088
H14 0.648 1.198 -1.769  0.068

Output
largest force on an atom: 4.4 eV/Å
E: -492.9670 Ha
SMILES: C=NC(C)=O.CNN(C)N
E_LUMO: 0.028 hartree
frontier orbital gap: 8.8 eV



Entry 4:
ORCA calculation (ωB97M-V/def2-TZVPD) on C14H22BFNO4Pd as an isolated structure in a non-equilibrium geometry.

Each line ends with the Löwdin charge.
Atoms and positions in Å:
O1 -0.840 1.868 2.459  0.017
C1 -1.033 0.510 2.731  -0.306
C2 -0.158 -0.098 3.655  -0.040
C3 -0.285 -1.479 3.938  -0.048
C4 -1.284 -2.226 3.308  -0.041
C5 -2.155 -1.605 2.389  -0.007
C6 -2.048 -0.236 2.078  -0.135
C7 -2.928 0.428 1.049  -0.134
N1 -2.219 0.565 -0.214  -0.037
C8 -1.990 -0.583 -1.069  -0.175
C9 -0.706 -1.370 -0.766  -0.111
C10 0.520 -0.540 -0.427  -0.180
C11 1.180 0.338 -1.449  -0.323
C12 0.465 1.655 -1.727  -0.055
C13 1.271 2.628 -2.575  -0.155
F1 0.508 3.036 -3.649  -0.017
O2 2.364 0.814 -0.710  0.035
B1 3.478 0.221 -1.299  -0.602
O3 3.191 -0.099 -2.616  0.119
C14 1.776 -0.394 -2.704  -0.271
O4 1.605 -1.746 -2.739  0.088
H1 -0.268 1.789 1.671  0.038
H2 0.598 0.497 4.145  0.119
H3 0.373 -1.943 4.652  0.111
H4 -1.390 -3.274 3.522  0.111
H5 -2.922 -2.177 1.894  0.122
H6 -3.861 -0.104 0.913  0.130
H7 -3.178 1.429 1.374  0.127
H8 -1.377 1.088 -0.055  0.055
H9 -2.818 -1.273 -0.971  0.128
H10 -1.989 -0.248 -2.101  0.117
H11 -0.844 -2.044 0.069  0.111
H12 -0.502 -1.987 -1.634  0.124
H13 0.207 0.101 0.435  -0.018
H14 1.293 -1.197 -0.032  0.124
H15 0.306 2.101 -0.749  0.113
H16 -0.514 1.498 -2.165  0.135
H17 1.547 3.505 -2.003  0.134
H18 2.183 2.183 -2.961  0.126
H19 4.582 0.763 -1.106  0.181
H20 3.712 -0.788 -0.540  0.223
H21 1.432 0.042 -3.632  0.180
H22 1.553 -2.115 -1.854  0.099
Pd1 1.166 0.465 1.468  0.789

Output
largest force on an atom: 4.7 eV/Å
E: -1154.5136 Ha
E_LUMO: -0.296 hartree
net charge: +1
frontier orbital gap: 4.0 eV



Entry 5:
ORCA calculation (ωB97M-V/def2-TZVPD) on C13H14ClN2O2Ta as an isolated structure.

Each line ends with the Löwdin charge.
Atoms and positions in Å:
Ta1 1.043 -0.573 1.741  1.711
C1 3.807 2.586 2.528  0.036
C2 2.858 1.892 1.639  -0.321
O1 2.374 0.734 2.080  -0.199
C3 2.448 2.313 0.405  0.047
C4 1.442 1.686 -0.362  -0.193
C5 1.103 2.249 -1.688  0.011
N1 0.708 0.622 0.117  -0.113
N2 -0.387 0.306 -0.709  0.113
C6 -1.083 -0.638 -0.192  -0.313
O2 -0.548 -1.172 0.967  -0.216
C7 -2.332 -1.162 -0.679  -0.165
C8 -2.992 -2.179 0.021  -0.007
C9 -4.192 -2.666 -0.457  -0.038
C10 -4.732 -2.147 -1.629  -0.020
C11 -4.076 -1.136 -2.329  -0.035
C12 -2.880 -0.639 -1.860  0.000
H1 4.655 1.931 2.744  0.120
H2 4.163 3.510 2.082  0.110
H3 3.320 2.806 3.482  0.121
H4 2.889 3.213 0.003  0.144
H5 1.860 2.956 -2.011  0.103
H6 0.971 1.454 -2.421  0.108
H7 0.136 2.759 -1.624  0.125
H8 -2.568 -2.583 0.930  0.116
H9 -4.710 -3.450 0.078  0.121
H10 -5.672 -2.532 -2.001  0.124
H11 -4.506 -0.741 -3.238  0.122
H12 -2.362 0.147 -2.393  0.121
Cl1 1.762 -2.733 2.632  0.636
C13 2.256 -2.091 0.963  -0.475
H13 1.910 -2.792 0.211  0.055
H14 3.332 -1.932 0.971  0.050

Output
largest force on an atom: 0.9 eV/Å
E: -1280.3946 Ha
E_LUMO: -0.347 hartree
net charge: +2
frontier orbital gap: 5.4 eV



Entry 6:
ORCA calculation (ωB97M-V/def2-TZVPD) on one molecule with the formula C4H3N3O in a non-equilibrium geometry.

Each line ends with the Löwdin charge.
Atoms and positions in Å:
N1 0.847 1.374 -2.906  0.113
C1 0.078 1.232 -1.753  -0.028
C2 0.008 0.912 -0.361  -0.237
C3 0.790 1.092 0.717  -0.052
N2 0.869 -0.032 1.696  0.094
C4 0.059 -0.874 1.168  -0.204
N3 -0.574 -0.333 0.074  -0.074
O1 -1.670 -1.242 -0.424  -0.034
H1 1.601 1.793 0.787  0.108
H2 -0.672 -1.711 1.506  0.171
H3 -1.336 -2.211 -0.504  0.143

Output
largest force on an atom: 14.0 eV/Å
E: -393.4874 Ha
SMILES: N#Cc1cncn1O
E_LUMO: -0.020 hartree
frontier orbital gap: 9.4 eV



Question: Which formula does entry 1 have?
Answer: C53H46Cl3IrN8OS3Si